This record from the Open Molecules 2025 dataset describes C22H20BCl3F6N2O9RuS2Si as an isolated structure. The level of theory is the ωB97M-V functional and the def2-TZVPD basis.

The geometry in XYZ format:
```
67
Properties=species:S:1:pos:R:3:nbo_charge:R:1
Ru -0.19 0.34 0.41 0.57
Cl -3.95 6.24 1.27 -0.07
C -2.98 4.92 0.63 -0.07
C -2.17 4.19 1.49 -0.25
C -1.41 3.17 0.96 -0.10
Cl -0.35 2.24 1.97 0.16
C -1.42 2.79 -0.40 0.43
O -0.70 1.84 -0.87 -0.68
C -2.26 3.59 -1.20 -0.12
Cl -2.34 3.21 -2.91 -0.05
C -3.03 4.63 -0.72 -0.25
H -2.12 4.41 2.54 0.23
H -3.66 5.19 -1.39 0.22
F 3.85 -2.04 3.18 -0.32
C 3.72 -1.14 4.16 0.70
F 3.97 -1.77 5.32 -0.33
F 4.67 -0.20 4.00 -0.33
S 2.05 -0.35 4.14 2.27
O 1.93 0.18 2.82 -0.92
O 2.09 0.54 5.27 -0.94
N 1.16 -1.62 4.44 -1.25
S -0.03 -2.09 3.55 2.28
O -0.86 -2.97 4.31 -0.94
O -0.65 -1.05 2.77 -0.93
C 0.74 -3.22 2.31 0.70
F 1.41 -2.54 1.38 -0.30
F 1.60 -4.06 2.90 -0.33
F -0.20 -3.95 1.71 -0.32
C -4.49 -0.47 2.46 -1.14
Si -3.66 -0.60 0.75 1.94
C -3.35 -2.45 0.49 -1.14
C -5.01 -0.12 -0.50 -1.13
O -2.39 0.33 0.61 -1.35
H -5.41 -1.05 2.52 0.20
H -4.72 0.58 2.68 0.22
H -3.80 -0.82 3.23 0.23
H -4.28 -3.02 0.54 0.20
H -2.67 -2.83 1.25 0.24
H -2.88 -2.62 -0.49 0.22
H -5.90 -0.75 -0.43 0.20
H -4.62 -0.18 -1.52 0.21
H -5.32 0.92 -0.33 0.22
O -0.35 -1.36 -0.80 -0.51
N 0.02 -1.19 -2.05 0.07
C 0.96 -2.02 -2.55 0.03
C 1.41 -1.86 -3.83 -0.24
C 0.91 -0.83 -4.62 -0.20
C -0.05 0.01 -4.07 -0.22
C -0.49 -0.18 -2.78 0.04
H 1.31 -2.75 -1.84 0.25
H 2.19 -2.53 -4.19 0.22
H 1.27 -0.68 -5.62 0.21
H -0.45 0.85 -4.62 0.23
H -1.18 0.47 -2.26 0.30
O 2.70 -0.53 -0.28 -0.69
B 1.65 0.51 -0.28 0.77
O 2.15 1.49 -1.25 -0.67
C 3.29 1.03 -1.78 0.23
C 4.07 1.58 -2.77 -0.27
C 5.22 0.88 -3.17 -0.26
C 5.55 -0.33 -2.58 -0.25
C 4.76 -0.89 -1.57 -0.31
C 3.63 -0.19 -1.19 0.31
H 3.79 2.52 -3.23 0.21
H 5.85 1.29 -3.95 0.19
H 6.45 -0.84 -2.89 0.19
H 5.01 -1.83 -1.10 0.21
```

The molar mass is 880.86 g/mol. As for the total charge: -2. As for the orbital gap: 5.850 eV. The value obtained for the HOMO energy is -1.7 eV. As for the multiplicity: 1. The energy relative to the best compared isomer or geometry (same formula, charge and spin) comes out at 87.9 kJ/mol. The calculation puts the lowest unoccupied orbital energy at 4.16 eV. As for the electronic energy: -131228.843 eV.

***

This record from the Open Molecules 2025 dataset describes C43H48BiBrF2N5O2 as an isolated structure. The level of theory is the ωB97M-V functional and the def2-TZVPD basis.

The geometry in XYZ format:
```
102
Properties=species:S:1:pos:R:3:lowdin_charge:R:1
Bi 0.43 0.27 -0.56 1.91
C -4.94 0.12 -4.20 -0.09
C -3.74 1.03 -4.45 -0.20
C -2.94 1.27 -3.21 -0.12
C -3.03 2.33 -2.36 -0.12
C -3.87 3.56 -2.50 -0.20
C -3.11 4.72 -3.12 -0.09
C -2.09 2.08 -1.26 -0.22
N -1.51 0.89 -1.50 -0.09
C -1.96 0.35 -2.65 -0.22
C -1.57 -0.89 -3.18 0.08
C -0.67 -1.87 -2.68 -0.21
C -0.38 -3.18 -3.22 -0.12
C -1.03 -3.76 -4.44 -0.19
C -2.44 -4.28 -4.17 -0.09
C 0.52 -3.78 -2.38 -0.12
C 0.79 -2.83 -1.31 -0.22
C 1.62 -3.03 -0.19 0.08
C 1.89 -2.21 0.93 -0.22
N 1.46 -0.94 1.09 -0.07
C 1.77 -0.47 2.31 -0.22
C 1.36 0.78 2.83 0.07
C 0.48 1.74 2.32 -0.23
N -0.14 1.69 1.12 -0.08
C -1.01 2.70 0.98 -0.23
C -1.86 2.90 -0.14 0.07
C -0.94 3.52 2.19 -0.14
C -0.02 2.93 3.01 -0.14
C 0.38 3.34 4.39 -0.20
C -0.40 2.59 5.48 -0.08
C -1.78 4.72 2.45 -0.20
C -3.21 4.35 2.87 -0.09
C 2.52 -1.51 3.00 -0.12
C 2.60 -2.58 2.15 -0.13
C 3.29 -3.89 2.38 -0.20
C 4.68 -3.92 1.74 -0.09
C 3.03 -1.42 4.41 -0.20
C 1.93 -1.68 5.44 -0.09
N 0.05 -1.73 -1.56 -0.08
C 1.10 -5.15 -2.48 -0.19
C 0.34 -6.17 -1.63 -0.09
H -5.51 -0.05 -5.11 0.07
H -5.60 0.56 -3.45 0.07
H -4.61 -0.85 -3.81 0.07
H -4.08 1.99 -4.86 0.10
H -3.10 0.59 -5.22 0.11
H -4.26 3.85 -1.52 0.10
H -4.76 3.33 -3.10 0.10
H -2.23 4.98 -2.53 0.07
H -3.73 5.61 -3.20 0.07
H -2.75 4.46 -4.12 0.07
H -2.04 -1.16 -4.12 0.10
H -0.41 -4.57 -4.83 0.10
H -1.06 -3.00 -5.23 0.11
H -2.42 -5.06 -3.41 0.06
H -2.90 -4.68 -5.07 0.07
H -3.08 -3.47 -3.79 0.06
H 2.11 -4.00 -0.16 0.10
H 1.75 1.00 3.82 0.10
H -2.45 3.80 -0.10 0.10
H 0.23 4.42 4.51 0.10
H 1.45 3.17 4.52 0.11
H -1.47 2.79 5.39 0.07
H -0.08 2.89 6.47 0.07
H -0.26 1.51 5.38 0.07
H -1.81 5.35 1.55 0.11
H -1.32 5.33 3.23 0.10
H -3.69 3.74 2.10 0.07
H -3.82 5.24 3.03 0.07
H -3.20 3.77 3.79 0.07
H 2.68 -4.71 1.98 0.10
H 3.37 -4.08 3.45 0.10
H 4.61 -3.72 0.66 0.07
H 5.17 -4.88 1.88 0.07
H 5.31 -3.14 2.16 0.08
H 3.46 -0.43 4.58 0.11
H 3.84 -2.13 4.55 0.10
H 1.09 -0.99 5.30 0.06
H 2.30 -1.57 6.46 0.07
H 1.53 -2.69 5.32 0.07
H 2.15 -5.13 -2.17 0.11
H 1.11 -5.48 -3.52 0.10
H 0.34 -5.88 -0.58 0.07
H 0.80 -7.17 -1.70 0.07
H -0.70 -6.25 -1.95 0.06
F -2.46 -1.04 0.08 -0.06
C -1.21 -0.94 0.69 -0.40
F -1.50 -0.47 1.97 -0.06
H -0.88 -1.98 0.83 0.08
Br 2.34 5.12 0.76 0.71
C 3.28 3.57 0.21 -0.67
C 4.43 3.19 0.87 -0.22
N 5.12 2.10 0.54 0.06
C 4.65 1.35 -0.46 -0.09
C 3.52 1.66 -1.19 -0.15
C 2.82 2.81 -0.86 -0.10
C 2.96 0.70 -2.27 -0.80
O 3.35 -0.47 -2.17 -0.05
O 2.08 1.19 -3.02 -0.10
H 4.81 3.78 1.70 0.09
H 5.19 0.44 -0.70 0.11
H 1.95 3.09 -1.44 0.11
```

The molar mass is 993.77 g/mol. As for the total charge: -1. As for the orbital gap: 5.629 eV. The value obtained for the HOMO energy is -4.3 eV. As for the multiplicity: 1. The calculation puts the lowest unoccupied orbital energy at 1.38 eV. As for the electronic energy: -138235.612 eV.

***

This record from the Open Molecules 2025 dataset describes C22H13F3NO5Rh as an isolated structure. The level of theory is the ωB97M-V functional and the def2-TZVPD basis.

The geometry in XYZ format:
```
45
Properties=species:S:1:pos:R:3:nbo_charge:R:1
Rh 1.17 -0.90 -1.39 1.09
O 2.44 -4.57 -2.31 -0.59
C 1.92 -3.49 -2.20 0.74
O 1.99 -2.69 -1.18 -0.67
C 1.10 -2.93 -3.34 0.11
C 0.85 -3.62 -4.51 -0.20
C 0.05 -3.02 -5.47 -0.14
C -0.46 -1.76 -5.24 -0.24
C -0.16 -1.12 -4.05 0.06
N 0.62 -1.70 -3.14 -0.39
H 1.28 -4.61 -4.62 0.26
H -0.17 -3.54 -6.39 0.23
H -1.10 -1.27 -5.96 0.24
H -0.54 -0.13 -3.80 0.23
F -6.89 -4.20 2.14 -0.33
C -6.85 -2.95 1.64 0.97
F -7.75 -2.92 0.64 -0.33
F -7.30 -2.13 2.60 -0.32
C -5.48 -2.58 1.17 -0.16
C -4.90 -3.35 0.16 -0.19
C -3.64 -3.03 -0.30 -0.13
C -2.94 -1.94 0.23 -0.14
C -3.53 -1.19 1.24 -0.18
C -4.80 -1.51 1.71 -0.17
C -1.63 -1.61 -0.26 -0.07
C -0.54 -1.30 -0.67 -0.12
H -5.44 -4.19 -0.26 0.22
H -3.17 -3.62 -1.08 0.21
H -2.99 -0.35 1.66 0.23
H -5.25 -0.92 2.49 0.23
O 4.03 1.89 0.97 -0.65
C 3.27 2.93 0.57 0.44
C 3.61 4.24 0.86 -0.33
C 2.83 5.29 0.42 -0.15
C 1.68 5.05 -0.34 -0.26
C 1.34 3.74 -0.64 -0.12
C 2.12 2.67 -0.19 -0.28
C 1.67 1.31 -0.52 0.77
O 0.87 1.13 -1.51 -0.66
O 2.02 0.27 0.12 -0.61
H 4.79 2.22 1.47 0.48
H 4.51 4.44 1.44 0.21
H 3.11 6.31 0.66 0.22
H 1.07 5.87 -0.68 0.22
H 0.46 3.52 -1.22 0.24
```

The molar mass is 531.25 g/mol. As for the orbital gap: 7.727 eV. The value obtained for the HOMO energy is -8.5 eV. As for the multiplicity: 1. The energy relative to the best compared isomer or geometry (same formula, charge and spin) comes out at 0.0 kJ/mol. The calculation puts the lowest unoccupied orbital energy at -0.77 eV. As for the electronic energy: -45912.996 eV.

***

This record from the Open Molecules 2025 dataset describes CH4FNO in the gas phase in a non-equilibrium geometry. The level of theory is the ωB97M-V functional and the def2-TZVPD basis.

The geometry in XYZ format:
```
8
Properties=species:S:1:pos:R:3:nbo_charge:R:1
C 0.56 -0.58 -0.64 -0.26
N -0.37 1.00 0.66 0.01
O -0.56 0.32 -0.54 -0.35
F -0.89 0.23 1.86 -0.34
H 0.19 -1.10 -1.55 0.19
H 0.53 -1.42 0.12 0.19
H 1.52 -0.25 -0.77 0.19
H -0.99 1.80 0.87 0.36
```

The molar mass is 65.05 g/mol. As for the orbital gap: 11.352 eV. The value obtained for the HOMO energy is -10.3 eV. As for the multiplicity: 1. The energy relative to the best compared isomer or geometry (same formula, charge and spin) comes out at 392.3 kJ/mol. The calculation puts the lowest unoccupied orbital energy at 1.08 eV. As for the structure (SMILES): CONF. As for the electronic energy: -7352.606 eV.

***

This record from the Open Molecules 2025 dataset describes C12H3Cl6O2STl as an isolated structure in a non-equilibrium geometry. The level of theory is the ωB97M-V functional and the def2-TZVPD basis.

The geometry in XYZ format:
```
25
Properties=species:S:1:pos:R:3:nbo_charge:R:1
Tl -0.48 -0.01 -1.88 0.72
Cl -0.73 -6.91 0.48 -0.06
C -0.19 -5.47 -0.36 -0.11
C 1.17 -5.26 -0.61 -0.12
Cl 2.26 -6.61 -0.47 -0.05
C 1.69 -3.98 -0.85 -0.28
Cl 3.24 -3.54 -0.52 0.01
C 0.80 -2.89 -1.20 0.33
O 1.24 -1.75 -1.57 -0.80
C -0.74 -3.13 -1.06 0.33
O -1.52 -2.15 -1.23 -0.81
C -1.16 -4.45 -0.67 -0.27
Cl -2.79 -4.80 -0.64 -0.01
Cl -0.71 1.17 0.65 -0.01
C -0.39 2.93 0.69 -0.02
C -0.75 3.46 1.93 -0.24
C -0.67 4.83 2.14 -0.27
C -0.18 5.66 1.18 -0.23
C 0.20 5.13 -0.04 -0.11
Cl 1.03 6.16 -1.07 0.01
C 0.11 3.76 -0.34 -0.20
S 0.86 3.05 -1.73 -0.42
H -1.25 2.82 2.67 0.21
H -0.99 5.24 3.16 0.19
H -0.06 6.75 1.36 0.21
```

The molar mass is 628.32 g/mol. As for the total charge: -2. As for the orbital gap: 4.976 eV. The value obtained for the HOMO energy is -0.6 eV. As for the multiplicity: 1. The energy relative to the best compared isomer or geometry (same formula, charge and spin) comes out at 80.0 kJ/mol. The calculation puts the lowest unoccupied orbital energy at 4.40 eV. As for the electronic energy: -107252.396 eV.

***

This record from the Open Molecules 2025 dataset describes C33H49FMnN4O3Si2 as an isolated structure in a non-equilibrium geometry. The level of theory is the ωB97M-V functional and the def2-TZVPD basis.

The geometry in XYZ format:
```
93
Properties=species:S:1:pos:R:3:lowdin_charge:R:1
Mn 0.29 -0.04 2.07 0.88
C 0.61 1.86 6.88 -0.15
Si -0.11 1.92 5.11 0.58
C -2.01 2.08 5.20 -0.15
C 0.79 3.39 4.26 -0.16
C 0.32 0.27 4.15 -0.33
C 1.74 0.31 3.87 -0.42
C 2.82 -0.07 4.67 0.00
C 4.10 0.08 4.19 -0.01
C 4.30 0.61 2.91 -0.03
C 3.20 0.94 2.15 -0.08
N 1.95 0.78 2.61 0.00
Si -0.23 -1.42 4.98 0.57
C 0.84 -2.72 4.04 -0.15
C -2.10 -1.62 4.76 -0.16
C 0.15 -1.67 6.83 -0.16
H 0.43 2.82 7.36 0.04
H 1.68 1.69 6.89 0.03
H 0.15 1.10 7.50 0.01
H -2.30 3.13 5.17 0.03
H -2.38 1.68 6.14 0.03
H -2.51 1.56 4.39 0.01
H 0.14 4.25 4.20 0.04
H 1.13 3.15 3.26 0.01
H 1.66 3.68 4.84 0.04
H 2.63 -0.44 5.66 0.11
H 4.95 -0.19 4.81 0.12
H 5.30 0.76 2.53 0.11
H 3.30 1.36 1.16 0.13
H 1.17 -2.37 3.06 0.01
H 0.27 -3.63 3.88 0.04
H 1.73 -3.00 4.60 0.04
H -2.45 -1.26 3.80 0.01
H -2.65 -1.11 5.54 0.03
H -2.36 -2.67 4.82 0.04
H 1.20 -1.59 7.09 0.03
H -0.17 -2.67 7.10 0.04
H -0.40 -0.98 7.46 0.02
F 2.20 1.96 -4.12 0.06
C 1.44 0.87 -3.86 -0.17
C 1.26 0.54 -2.55 0.09
C 0.43 -0.52 -2.18 -0.05
C 0.23 -0.83 -0.77 -0.27
O 0.85 -0.22 0.13 -0.05
C -0.73 -1.88 -0.53 -0.03
C -1.34 -2.52 -1.56 0.06
N -1.14 -2.21 -2.86 0.02
C -1.90 -2.90 -3.87 -0.25
C -3.36 -3.15 -3.64 -0.07
C -2.93 -2.12 -4.63 -0.09
C -0.24 -1.22 -3.20 -0.11
C 0.01 -0.90 -4.53 0.07
C 0.85 0.13 -4.92 -0.12
N 1.12 0.40 -6.25 -0.07
C 0.36 -0.12 -7.35 -0.12
C 1.28 -0.91 -8.28 -0.06
N 2.54 -0.13 -8.51 0.08
C 2.38 1.30 -8.14 -0.09
C 2.10 1.40 -6.65 -0.12
C -1.13 -2.26 0.89 -0.54
O -1.65 -3.34 1.09 0.12
O -0.89 -1.37 1.78 -0.12
H 1.74 1.14 -1.79 0.14
H -2.03 -3.32 -1.34 0.16
H -1.33 -3.66 -4.39 0.16
H -3.82 -2.81 -2.72 0.11
H -3.77 -4.08 -4.00 0.12
H -3.06 -1.08 -4.37 0.12
H -3.08 -2.32 -5.68 0.11
H -0.48 -1.50 -5.29 0.09
H -0.14 0.70 -7.89 0.14
H -0.43 -0.78 -7.00 0.12
H 0.78 -1.10 -9.23 0.14
H 1.54 -1.87 -7.83 0.14
H 2.84 -0.22 -9.49 0.20
H 3.30 -0.52 -7.93 0.19
H 1.58 1.73 -8.74 0.14
H 3.30 1.85 -8.37 0.15
H 1.76 2.42 -6.42 0.15
H 3.03 1.23 -6.10 0.14
C -2.63 0.96 -0.05 -0.06
C -2.34 1.48 1.35 -0.46
C -3.06 2.83 1.52 -0.06
C -0.85 1.67 1.63 -0.06
H -3.71 0.93 -0.23 0.09
H -2.23 -0.04 -0.19 0.05
H -2.19 1.62 -0.80 0.09
H -2.76 0.79 2.09 0.12
H -2.68 3.56 0.82 0.09
H -2.94 3.21 2.53 0.07
H -4.12 2.70 1.33 0.09
H -0.77 2.40 2.43 0.04
H -0.37 2.09 0.73 0.10
```

The molar mass is 679.89 g/mol. As for the total charge: +2. As for the orbital gap (spin up / spin down): 7.840 / 8.053 eV. The value obtained for the HOMO energy (spin up / spin down) is -13.0 / -13.1 eV. As for the multiplicity: 4. The energy relative to the best compared isomer or geometry (same formula, charge and spin) comes out at 74.5 kJ/mol. The calculation puts the lowest unoccupied orbital energy (spin up / spin down) at -5.20 / -5.09 eV. As for the expectation value of S²: 4.2115. As for the electronic energy: -96900.028 eV.

***

This record from the Open Molecules 2025 dataset describes C4H7NO in the gas phase. The level of theory is the ωB97M-V functional and the def2-TZVPD basis.

The geometry in XYZ format:
```
13
Properties=species:S:1:pos:R:3:nbo_charge:R:1
C -1.62 -0.28 0.55 -0.62
C -0.31 -0.66 -0.08 -0.03
C 0.21 0.06 -1.31 -0.22
N 0.73 0.30 -0.02 -0.45
C 1.87 0.68 0.61 0.54
O 2.76 1.34 0.11 -0.59
H -1.61 -0.53 1.62 0.22
H -2.46 -0.79 0.08 0.22
H -1.77 0.80 0.47 0.22
H -0.02 -1.71 0.00 0.20
H 0.82 -0.49 -2.02 0.21
H -0.38 0.87 -1.74 0.20
H 1.85 0.37 1.67 0.11
```

The molar mass is 85.11 g/mol. As for the orbital gap: 10.548 eV. The value obtained for the HOMO energy is -9.7 eV. As for the multiplicity: 1. The energy relative to the best compared isomer or geometry (same formula, charge and spin) comes out at 178.0 kJ/mol. The calculation puts the lowest unoccupied orbital energy at 0.88 eV. As for the structure (SMILES): C[C@H]1CN1C=O. As for the electronic energy: -7797.800 eV.

***

This record from the Open Molecules 2025 dataset describes C2H2Cl2N2O4 in the gas phase in a non-equilibrium geometry. The level of theory is the ωB97M-V functional and the def2-TZVPD basis.

The geometry in XYZ format:
```
12
Properties=species:S:1:pos:R:3:nbo_charge:R:1
C 1.16 -0.32 0.44 -0.48
C -0.24 -0.02 0.09 0.24
N -0.42 1.48 0.11 0.50
N -0.90 -0.68 -1.12 0.50
O -1.16 2.00 -0.65 -0.31
O 0.16 2.00 1.01 -0.33
O -0.20 -0.71 -2.12 -0.34
O -2.02 -1.02 -1.01 -0.26
Cl 1.57 -2.11 0.26 -0.05
Cl -1.39 -0.62 1.71 -0.07
H 1.57 -0.18 1.58 0.32
H 1.87 0.16 -0.29 0.27
```

The molar mass is 188.95 g/mol. As for the orbital gap: 9.654 eV. The value obtained for the HOMO energy is -11.6 eV. As for the multiplicity: 1. The energy relative to the best compared isomer or geometry (same formula, charge and spin) comes out at 0.0 kJ/mol. The calculation puts the lowest unoccupied orbital energy at -1.99 eV. As for the structure (SMILES): O=[N+]([O-])C(Cl)(CCl)[N+](=O)[O-]. As for the electronic energy: -38313.754 eV.